Entry w
The following is a DFT calculation (ωB97M-V with the def2-TZVPD basis set) of C6H11NO2 as an isolated structure.

Each line ends with the Löwdin charge.
Atoms and positions in Å:
1 C -0.723 -1.034 0.882  -0.31
2 C 0.628 0.280 0.316  -0.23
3 C -1.065 -2.002 -0.226  -0.07
4 C 1.645 -0.406 -0.575  -0.06
5 C -0.216 1.226 -0.280  -0.29
6 C 1.075 2.723 -0.291  -0.14
7 O -1.900 -0.532 1.449  -0.05
8 N -1.303 1.504 -0.785  0.17
9 O 1.913 2.967 0.528  0.02
10 H -1.930 0.406 1.660  0.09
11 H -0.157 -1.523 1.680  0.11
12 H 1.035 0.640 1.259  0.13
13 H -2.056 0.830 -0.637  0.07
14 H 0.816 3.455 -1.102  0.09
15 H -0.186 -2.571 -0.520  0.07
16 H -1.478 -1.490 -1.097  0.08
17 H -1.807 -2.732 0.116  0.08
18 H 1.980 -1.331 -0.106  0.08
19 H 1.220 -0.652 -1.547  0.09
20 H 2.506 0.243 -0.724  0.08

Output
- highest occupied orbital energy (eV) = -7.93
- HOMO-LUMO gap (eV) = 8.707
- LUMO level (Ha) = 0.0284

---

Entry x
The following is a DFT calculation (ωB97M-V with the def2-TZVPD basis set) of C6H11NO2 as an isolated structure.

Each line ends with the Löwdin charge.
Atoms and positions in Å:
1 C -1.485 0.218 1.771  -0.10
2 C 0.727 -0.895 -2.316  -0.05
3 C 1.519 -0.179 1.363  0.00
4 N 0.568 -0.125 -1.089  -0.03
5 C -0.452 0.622 -0.861  -0.22
6 C 0.651 -1.010 0.454  -0.47
7 C -1.120 1.737 -1.062  0.07
8 O -0.961 -0.335 0.577  -0.19
9 O 0.704 -2.200 0.329  0.08
10 H -2.554 0.386 1.630  0.09
11 H -1.344 -0.490 2.590  0.10
12 H -1.011 1.174 2.022  0.09
13 H 1.719 -0.712 -2.733  0.08
14 H -0.045 -0.645 -3.048  0.09
15 H 0.643 -1.959 -2.083  0.08
16 H 2.557 -0.434 1.152  0.09
17 H 1.367 0.890 1.228  0.08
18 H 1.298 -0.444 2.398  0.09
19 H -2.087 1.907 -0.615  0.06
20 H -0.693 2.491 -1.708  0.07

Output
- highest occupied orbital energy (eV) = -8.77
- HOMO-LUMO gap (eV) = 9.650
- LUMO level (Ha) = 0.0324

---

Entry y
The following is a DFT calculation (ωB97M-V with the def2-TZVPD basis set) of a 2-piece molecular cluster, C6H11NO2 overall.

Each line ends with the Löwdin charge.
Atoms and positions in Å:
1 C 0.817 -0.537 1.698  -0.05
2 C 0.704 -0.492 0.183  -0.52
3 C 1.203 -1.638 -0.480  0.10
4 O 1.344 0.697 -0.363  -0.10
5 H 2.221 0.446 -0.734  0.12
6 H 1.813 -0.858 1.997  0.08
7 H 0.650 0.436 2.160  0.07
8 H 0.111 -1.271 2.089  0.09
9 H 1.197 -1.691 -1.558  0.07
10 H 1.538 -2.502 0.072  0.07
11 C -1.344 0.051 -1.644  -0.07
12 C -1.023 0.089 -0.168  -0.40
13 C -0.356 2.078 0.086  -0.09
14 N -2.004 -0.058 0.643  0.11
15 O -0.489 2.877 -0.754  0.12
16 H -1.723 0.017 1.621  0.04
17 H -0.382 2.196 1.182  0.11
18 H -0.442 0.263 -2.218  0.07
19 H -1.754 -0.917 -1.927  0.08
20 H -2.081 0.814 -1.885  0.08

Output
- highest occupied orbital energy (spin up / spin down) (eV) = -8.13 / -7.67
- HOMO-LUMO gap (spin up / spin down) (eV) = 7.546 / 6.950
- LUMO level (spin up / spin down) (Ha) = -0.0213 / -0.0265

---

Entry z
The following is a DFT calculation (ωB97M-V with the def2-TZVPD basis set) of C6H11NO2 as an isolated structure.

Each line ends with the Löwdin charge.
Atoms and positions in Å:
1 C 1.357 -1.094 -0.221  -0.26
2 C -1.946 0.466 -1.114  -0.06
3 C -1.298 -0.202 1.238  -0.05
4 C 1.280 0.659 0.704  -0.45
5 C -0.922 -0.185 -0.223  -0.33
6 N 1.542 1.647 -0.189  0.14
7 C 0.030 -1.003 -0.773  -0.08
8 O 1.743 -2.259 0.402  0.02
9 O 1.358 0.772 1.899  0.03
10 H 2.514 -2.075 0.956  0.11
11 H 2.166 -0.613 -0.754  0.11
12 H 1.367 1.528 -1.172  0.10
13 H 1.838 2.552 0.149  0.11
14 H -0.159 -1.511 -1.719  0.11
15 H -1.776 0.231 -2.163  0.08
16 H -1.879 1.552 -0.996  0.09
17 H -2.966 0.181 -0.845  0.08
18 H -0.629 -0.807 1.841  0.08
19 H -1.322 0.803 1.664  0.09
20 H -2.297 -0.642 1.318  0.09

Output
- highest occupied orbital energy (eV) = -8.12
- HOMO-LUMO gap (eV) = 8.742
- LUMO level (Ha) = 0.0227

---

Last place for stability: entry y

---

Entry w
The following is a DFT calculation (ωB97M-V with the def2-TZVPD basis set) of one molecule with the formula C6H11NO2.

Each line ends with the Löwdin charge.
Atoms and positions in Å:
1 C 0.126 -0.988 0.405  -0.09
2 C 2.249 -0.305 0.517  -0.20
3 C -0.519 0.084 -0.438  -0.33
4 C 2.651 -0.449 -0.908  -0.09
5 C -2.822 0.419 0.706  -0.01
6 C -2.032 -0.206 -0.417  -0.42
7 N -0.270 1.458 -0.019  0.07
8 O 1.231 -0.882 1.143  -0.03
9 O -2.528 -0.946 -1.231  0.10
10 H -0.483 -1.805 0.775  0.12
11 H 3.005 0.021 1.223  0.11
12 H -0.216 -0.009 -1.486  0.14
13 H -0.317 1.543 0.988  0.08
14 H 0.637 1.782 -0.335  0.07
15 H 2.254 0.337 -1.559  0.07
16 H 2.328 -1.414 -1.309  0.09
17 H 3.739 -0.383 -0.983  0.08
18 H -2.317 0.278 1.662  0.08
19 H -2.905 1.490 0.523  0.09
20 H -3.814 -0.025 0.745  0.09

Output
- highest occupied orbital energy (spin up / spin down) (eV) = -7.42 / -7.58
- HOMO-LUMO gap (spin up / spin down) (eV) = 7.962 / 8.276
- LUMO level (spin up / spin down) (Ha) = 0.0199 / 0.0258

---

Entry x
The following is a DFT calculation (ωB97M-V with the def2-TZVPD basis set) of C6H11NO2 as an isolated structure.

Each line ends with the Löwdin charge.
Atoms and positions in Å:
1 C 1.912 -0.667 0.483  -0.04
2 C 0.180 1.087 -0.335  -0.14
3 C -0.660 -0.172 1.900  -0.04
4 C 0.623 1.056 -1.781  -0.11
5 C -1.180 -1.051 -0.439  -0.50
6 C -0.113 -0.510 0.514  -0.44
7 O -2.433 -0.765 -0.029  0.10
8 N 0.912 -1.483 0.585  0.09
9 O -0.960 -1.641 -1.463  0.11
10 H -3.055 -1.135 -0.674  0.13
11 H 2.765 -1.036 -0.081  0.08
12 H 2.190 0.250 1.009  0.10
13 H 0.842 1.678 0.296  0.09
14 H -0.820 1.505 -0.235  0.09
15 H -1.033 -1.087 2.357  0.09
16 H 0.131 0.232 2.526  0.08
17 H -1.481 0.536 1.849  0.08
18 H 0.069 0.316 -2.356  0.07
19 H 0.420 2.022 -2.248  0.08
20 H 1.691 0.867 -1.877  0.07

Output
- highest occupied orbital energy (eV) = -9.26
- HOMO-LUMO gap (eV) = 9.786
- LUMO level (Ha) = 0.0192

---

Entry y
The following is a DFT calculation (ωB97M-V with the def2-TZVPD basis set) of a 2-piece molecular cluster, C6H11NO2 overall.

Each line ends with the Löwdin charge.
Atoms and positions in Å:
1 C -1.227 -0.484 0.680  -0.03
2 C 0.245 -0.437 0.297  -0.45
3 C 0.481 -0.561 -1.214  -0.13
4 C -0.073 -1.789 -1.796  -0.21
5 N -0.652 -2.666 -2.290  0.14
6 C 1.161 -1.317 1.177  -0.13
7 O 1.715 -0.165 1.830  -0.10
8 C 1.020 0.731 0.949  -0.13
9 H -1.348 -0.368 1.765  0.09
10 H -1.683 -1.443 0.396  0.09
11 H -1.786 0.328 0.196  0.08
12 H 1.554 -0.531 -1.452  0.13
13 H 0.040 0.301 -1.738  0.13
14 H 1.927 -1.885 0.625  0.13
15 H 0.649 -1.987 1.882  0.13
16 H 0.399 1.469 1.475  0.12
17 H 1.713 1.270 0.284  0.12
18 O -1.279 2.811 -1.050  -0.07
19 H -1.811 3.183 -0.341  0.03
20 H -1.046 3.539 -1.675  0.06

Output
- highest occupied orbital energy (eV) = -9.91
- HOMO-LUMO gap (eV) = 10.241
- LUMO level (Ha) = 0.0123

---

Last place for stability: entry w

---

Entry w
The following is a DFT calculation (ωB97M-V with the def2-TZVPD basis set) of a 2-piece molecular cluster, CH6OS2 overall.

Each line ends with the Löwdin charge.
Atoms and positions in Å:
1 S -3.517 5.410 -0.492  0.22
2 S -4.387 4.197 -1.760  0.24
3 H -2.668 4.684 0.194  -0.22
4 H -5.108 3.482 -0.970  -0.24
5 C 2.920 -3.006 0.674  -0.21
6 O 1.812 -2.285 0.262  -0.12
7 H 3.420 -3.648 -0.130  0.09
8 H 3.749 -2.333 1.083  0.10
9 H 2.543 -3.684 1.430  0.06
10 H 1.234 -2.818 -0.290  0.08

Output
- highest occupied orbital energy (eV) = -9.18
- HOMO-LUMO gap (eV) = 9.776
- LUMO level (Ha) = 0.0218

---

Entry x
The following is a DFT calculation (ωB97M-V with the def2-TZVPD basis set) of CH6OS2 as an isolated structure.

Each line ends with the Löwdin charge.
Atoms and positions in Å:
1 C -1.562 0.303 -1.095  -0.58
2 S -1.060 0.144 0.474  0.58
3 S 1.078 -1.205 -0.481  0.54
4 H 0.377 -0.988 -1.596  -0.17
5 H -1.734 1.456 -1.106  0.02
6 H -2.456 -0.302 -1.268  -0.01
7 H 0.605 -2.428 -0.152  -0.15
8 H 0.919 1.802 0.235  0.00
9 H 0.665 1.255 1.569  -0.06
10 O 1.338 1.794 1.124  -0.15

Output
- highest occupied orbital energy (eV) = -8.81
- HOMO-LUMO gap (eV) = 7.573
- LUMO level (Ha) = -0.0453

---

Last place for stability: entry x

---

Entry w
The following is a DFT calculation (ωB97M-V with the def2-TZVPD basis set) of one molecule with the formula C2H4S.

Each line ends with the Löwdin charge.
Atoms and positions in Å:
1 C -0.075 0.923 0.007  -0.39
2 C -0.058 -0.917 0.000  -0.41
3 S 1.428 -0.004 -0.014  0.74
4 H -0.072 1.431 -0.904  0.00
5 H -0.598 1.411 0.787  0.03
6 H -0.054 -1.430 0.908  0.00
7 H -0.572 -1.415 -0.784  0.03

Output
- highest occupied orbital energy (eV) = -8.76
- HOMO-LUMO gap (eV) = 9.704
- LUMO level (Ha) = 0.0347

---

Entry x
The following is a DFT calculation (ωB97M-V with the def2-TZVPD basis set) of a 2-piece molecular cluster, C2H4S overall.

Each line ends with the Löwdin charge.
Atoms and positions in Å:
1 C 0.522 -0.945 -0.435  -0.82
2 C -0.360 0.009 0.235  -0.22
3 S 0.381 -2.528 -0.528  0.65
4 H 1.750 -0.412 -1.161  0.17
5 H -1.135 0.327 -0.467  0.08
6 H 0.160 0.892 0.594  0.07
7 H -0.856 -0.501 1.063  0.07

Output
- highest occupied orbital energy (eV) = -8.64
- HOMO-LUMO gap (eV) = 8.584
- LUMO level (Ha) = -0.0019

---

Entry y
The following is a DFT calculation (ωB97M-V with the def2-TZVPD basis set) of a 2-piece molecular cluster, C2H4S overall.

Each line ends with the Löwdin charge.
Atoms and positions in Å:
1 C -0.725 -0.053 -0.165  -0.70
2 C 0.394 0.806 -0.331  -0.52
3 S -0.850 0.706 -1.636  0.83
4 H -0.057 -1.875 0.120  0.15
5 H -1.439 -0.135 0.623  0.03
6 H 0.550 1.660 0.474  0.12
7 H 1.349 0.436 -0.849  0.08

Output
- highest occupied orbital energy (spin up / spin down) (eV) = -8.51 / -8.51
- HOMO-LUMO gap (spin up / spin down) (eV) = 8.411 / 8.409
- LUMO level (spin up / spin down) (Ha) = -0.0036 / -0.0036

---

Last place for stability: entry y